Model P:
Here is a 2-piece molecular cluster, C6H8N2S overall from OMol25. Energies are from wB97M-V/def2-TZVPD.

**Kohn-Sham gap**: 8.1 eV
**SMILES string**: [H]/N=C/N=C=C.CC=C=S

Element x y z (Å)
H  3.65594  -1.08632  -0.26694
N  2.81537  -0.63976  -0.03352
C  2.52276  -0.96896  1.15269
N  1.41416  -0.42337  1.70793
C  0.24719  -0.37631  1.97857
C  -0.98556  -0.31689  2.34444
H  3.27730  -1.61546  1.89273
H  -1.21546  -0.93508  3.29701
H  -1.70128  0.25487  1.81698
C  -1.28803  1.72397  -1.75663
C  -0.87257  0.36688  -1.96320
C  -1.39881  -0.68824  -1.43858
S  -1.97439  -1.85683  -0.56782
H  -1.47103  2.24822  -2.66154
H  -0.39646  2.28290  -1.44149
H  -2.16106  1.88343  -1.06378
H  -0.46808  0.14696  -2.99683



Model Q:
Here is one molecule with the formula C6H8N2S from OMol25. Energies are from wB97M-V/def2-TZVPD.

**Kohn-Sham gap**: 8.3 eV
**SMILES string**: CCC(=S)n1ccnc1

Element x y z (Å)
C  -1.07157  2.15527  0.38908
C  -1.12664  0.96322  -0.55772
C  0.23090  0.40278  -1.01098
S  1.07430  1.09488  -2.35012
N  0.62809  -0.63671  -0.25962
C  -0.10689  -1.59883  0.49058
C  0.75640  -2.53371  0.85834
N  2.00068  -2.21190  0.41299
C  1.93327  -1.14062  -0.26036
H  -0.41804  2.05881  1.30367
H  -0.69318  3.14086  0.04166
H  -2.11563  2.31865  0.62003
H  -1.75290  1.28039  -1.38457
H  -1.63132  0.22583  0.01238
H  -1.19872  -1.45278  0.66465
H  0.69567  -3.48377  1.48321
H  2.79559  -0.58237  -0.45323



It is model P that is the least stable of them.



Model P:
Here is C32H53NP2Ru as an isolated structure from OMol25. Energies are from wB97M-V/def2-TZVPD.

**Expectation value of S²**: 6.03
**Kohn-Sham gap (spin up / spin down)**: 5.5 / 4.2 eV
**2S+1**: 5
**Charge**: +2

Element x y z (Å)
Ru  0.20727  -0.56797  0.37007
C  -0.54841  -2.12384  1.76422
C  0.82207  -2.43675  1.29641
C  0.95991  -1.28099  3.31474
C  -0.40469  -1.45206  3.02846
C  1.72794  -1.87765  2.28915
C  -1.77021  -2.88855  1.39549
H  -1.65638  -3.41463  0.44692
H  -2.62966  -2.20704  1.32587
H  -2.00384  -3.63990  2.17249
C  -1.50391  -1.15942  3.97535
H  -2.45923  -1.55274  3.61520
H  -1.63857  -0.07585  4.10669
H  -1.30354  -1.59175  4.96828
C  1.49950  -0.65830  4.55021
H  1.49182  -1.37036  5.39134
H  0.88977  0.21059  4.85153
H  2.52675  -0.30982  4.41132
C  3.18434  -2.11558  2.34181
H  3.42837  -2.91101  3.06532
H  3.73118  -1.21131  2.65880
H  3.57716  -2.41781  1.36100
C  1.16769  -3.64231  0.49035
H  1.22364  -4.54191  1.12795
H  2.14616  -3.52570  0.01211
H  0.41982  -3.84441  -0.28206
C  -1.23363  0.62736  -4.26303
C  -1.44598  -0.68794  -4.39699
C  -0.75477  -1.54622  -5.42125
C  0.73643  -1.21046  -5.67234
C  1.51292  -0.80883  -4.45548
C  1.78222  0.48027  -4.16761
C  1.09044  1.64089  -4.83441
C  -0.39233  1.42191  -5.22284
H  -1.26512  -1.48210  -6.39965
H  0.81873  -0.47348  -6.49131
H  -0.82847  -2.60173  -5.12528
H  -0.45138  1.00509  -6.24219
H  -1.79629  1.21857  -3.52991
H  -2.32939  -1.15863  -3.94138
H  -0.84946  2.42470  -5.31784
H  1.15516  2.50912  -4.15936
H  2.62077  0.79017  -3.53351
H  1.61820  1.94565  -5.75586
H  1.20373  -2.12149  -6.09409
H  1.98884  -1.64581  -3.94670
P  -1.34412  -0.21957  -1.23155
C  -2.87387  0.69892  -1.19002
C  -1.32917  -1.95483  -1.82504
P  1.79911  0.36511  -0.96805
C  0.17161  0.68164  -1.88891
C  2.78131  -1.03005  -1.59214
C  2.82724  1.85057  -0.90172
H  -2.77851  1.52930  -0.48001
H  -3.66397  0.01721  -0.84380
H  -3.16087  1.10533  -2.17039
H  -0.93027  -2.05832  -2.84850
H  -2.37330  -2.29803  -1.79634
H  -0.70388  -2.57667  -1.17455
H  3.19871  2.17838  -1.88171
H  3.68455  1.61579  -0.25114
H  2.26202  2.66979  -0.43585
H  -0.01472  1.75519  -2.04999
H  0.30273  0.18690  -2.85379
H  3.64493  -1.13351  -0.91327
H  3.16473  -0.90823  -2.60877
H  2.18416  -1.95058  -1.53809
C  -4.01196  1.95049  3.49277
N  -2.58155  1.77244  3.45875
C  -1.92630  2.37916  4.60477
C  -2.00359  1.74322  2.12345
C  -0.54821  2.09381  2.04823
C  -0.21209  3.39425  2.44738
C  1.11063  3.72155  2.74706
C  2.08992  2.73021  2.63404
C  1.77023  1.49349  2.05572
C  0.46399  1.22772  1.62761
H  -4.37834  1.63062  4.46896
H  -4.28899  3.01121  3.34621
H  -4.47612  1.34813  2.69592
H  -0.89931  2.00799  4.76698
H  -1.91587  3.48407  4.56999
H  -2.53380  2.08618  5.47814
H  -2.20073  0.74097  1.70680
H  -2.56821  2.44350  1.48069
H  -1.01651  4.12457  2.56059
H  1.34599  4.71493  3.13761
H  3.11502  2.91733  2.96767
H  2.55182  0.73983  1.94633



Model Q:
Here is C32H53NP2Ru as an isolated structure from OMol25. Energies are from wB97M-V/def2-TZVPD.

**Expectation value of S²**: 6.05
**Kohn-Sham gap (spin up / spin down)**: 5.4 / 3.9 eV
**2S+1**: 5
**Charge**: +2

Element x y z (Å)
Ru  0.18219  -0.60521  0.17799
C  -0.56394  -2.05226  1.70751
C  0.81625  -2.34943  1.22183
C  0.95102  -1.23355  3.26599
C  -0.41935  -1.41178  2.99323
C  1.71777  -1.79441  2.22613
C  -1.77790  -2.82820  1.36328
H  -1.66579  -3.38445  0.42800
H  -2.65573  -2.16857  1.28215
H  -1.98402  -3.56352  2.15432
C  -1.49515  -1.19380  3.97226
H  -2.44336  -1.63688  3.64020
H  -1.68943  -0.12204  4.13965
H  -1.23776  -1.63676  4.94820
C  1.47562  -0.65685  4.53189
H  1.44193  -1.39090  5.35160
H  0.88399  0.21424  4.84935
H  2.51832  -0.32475  4.42521
C  3.17048  -2.04694  2.29731
H  3.39416  -2.85483  3.01322
H  3.72263  -1.15898  2.64212
H  3.57058  -2.34819  1.32260
C  1.15731  -3.57567  0.45084
H  1.18901  -4.43452  1.14015
H  2.14838  -3.47277  -0.00887
H  0.41834  -3.79252  -0.32223
C  -1.22162  0.70320  -4.14817
C  -1.47992  -0.61370  -4.27609
C  -0.81148  -1.51401  -5.28089
C  0.69551  -1.24462  -5.52618
C  1.47980  -0.84282  -4.32399
C  1.79401  0.44840  -4.07159
C  1.12828  1.63509  -4.72000
C  -0.36953  1.47389  -5.10181
H  -1.30531  -1.45131  -6.26239
H  0.80799  -0.48680  -6.32466
H  -0.93431  -2.55058  -4.93990
H  -0.44451  1.02720  -6.10701
H  -1.78101  1.33117  -3.45022
H  -2.38146  -1.05339  -3.84264
H  -0.77288  2.49724  -5.17786
H  1.23829  2.49262  -4.03375
H  2.66383  0.74137  -3.48228
H  1.65773  1.90519  -5.64505
H  1.12331  -2.17706  -5.92482
H  1.91103  -1.66654  -3.76292
P  -1.40147  -0.23242  -1.34572
C  -2.91543  0.67940  -1.22751
C  -1.34615  -1.98032  -1.81270
P  1.86313  0.38069  -0.95714
C  0.16399  0.64020  -1.84202
C  2.89349  -0.98123  -1.55206
C  2.80832  1.90728  -0.97837
H  -2.82553  1.51635  -0.51895
H  -3.70947  0.01366  -0.85480
H  -3.21446  1.07606  -2.20775
H  -0.84139  -2.13258  -2.76268
H  -2.38049  -2.32063  -1.86206
H  -0.81769  -2.56692  -1.06249
H  3.12568  2.19865  -1.99004
H  3.69075  1.72254  -0.35093
H  2.22779  2.72099  -0.52650
H  -0.01452  1.71381  -2.02235
H  0.35893  0.12054  -2.77193
H  3.64458  -1.12192  -0.76061
H  3.39596  -0.79640  -2.49926
H  2.30590  -1.90230  -1.62882
C  -4.00049  1.88768  3.44489
N  -2.56496  1.71141  3.40337
C  -1.90131  2.37509  4.51311
C  -2.00076  1.69079  2.04864
C  -0.54129  2.02752  1.98763
C  -0.17807  3.32765  2.38109
C  1.13639  3.62524  2.71885
C  2.09604  2.61725  2.56475
C  1.74339  1.41821  1.95104
C  0.45136  1.15862  1.50799
H  -4.36074  1.57620  4.44041
H  -4.27937  2.95095  3.29328
H  -4.47374  1.27922  2.66757
H  -0.86285  2.03435  4.65644
H  -1.91474  3.47884  4.42675
H  -2.48016  2.09876  5.41338
H  -2.21193  0.68071  1.64974
H  -2.59175  2.39054  1.41885
H  -0.95170  4.09459  2.48348
H  1.40955  4.61060  3.08424
H  3.11575  2.79097  2.89542
H  2.52614  0.68837  1.77205



It is model Q that is the least stable of them.



Model P:
Here is one molecule with the formula C2H4NOP from OMol25. Energies are from wB97M-V/def2-TZVPD.

**Kohn-Sham gap (spin up / spin down)**: 7.3 / 7.3 eV
**SMILES string**: O=PN1CC1

Element x y z (Å)
O  0.99141  -3.39910  1.55419
P  -0.25447  -2.70964  1.66225
N  0.12341  -0.59775  1.24336
C  0.68256  -0.16584  -0.00741
C  -0.69965  0.19749  0.35449
H  0.91565  -1.07018  -0.49722
H  1.59447  0.44202  0.01205
H  -1.11271  1.12472  0.87141
H  -1.58559  -0.36631  0.01030



Model Q:
Here is one molecule with the formula C2H4NOP from OMol25. Energies are from wB97M-V/def2-TZVPD.

**Kohn-Sham gap**: 9.3 eV
**SMILES string**: C=[PH]=NC=O

Element x y z (Å)
C  -0.02552  1.77921  0.66344
P  0.45895  0.39011  -0.17683
N  0.35197  -1.07137  0.44543
C  -0.26904  -1.98286  -0.30487
O  -0.96065  -1.63034  -1.24209
H  0.11353  2.81532  0.17460
H  -0.50681  1.66587  1.58352
H  1.09368  0.94539  -1.34310
H  -0.25611  -2.91134  0.19989



It is model P that is the least stable of them.



Model P:
Here is a 2-piece molecular cluster, C6H12N2 overall from OMol25. Energies are from wB97M-V/def2-TZVPD.

**Expectation value of S²**: 0.76
**Kohn-Sham gap (spin up / spin down)**: 11.0 / 7.0 eV
**2S+1**: 2
**Charge**: +1

Element x y z (Å)
C  -2.55264  0.42212  1.30890
C  -2.49549  -1.10512  1.46853
H  -3.32150  0.85206  1.95688
H  -1.61853  0.89708  1.61876
H  -2.79521  0.76393  0.30588
H  -1.83035  -1.55913  0.72762
H  -2.08634  -1.31322  2.45208
H  -3.50125  -1.48936  1.28907
C  1.94175  1.81241  -1.91209
C  1.65234  0.54553  -1.23957
C  1.47126  0.27651  0.16523
C  1.57616  -1.55446  -1.01364
N  1.69345  -0.62889  -1.91208
N  1.43626  -1.03216  0.28340
H  2.92627  1.70248  -2.36464
H  1.89791  2.73266  -1.33818
H  1.38784  0.97285  0.98246
H  1.46084  -2.61273  -1.16232
H  1.49643  -1.57671  1.13384
H  1.26082  1.89417  -2.75011



Model Q:
Here is a 2-piece molecular cluster, C6H12N2 overall from OMol25. Energies are from wB97M-V/def2-TZVPD.

**Expectation value of S²**: 0.76
**Kohn-Sham gap (spin up / spin down)**: 10.3 / 6.5 eV
**2S+1**: 2
**Charge**: +1

Element x y z (Å)
C  2.55678  -0.06551  0.06848
C  2.28281  0.14736  -1.41968
H  1.64250  -0.21671  0.65721
H  3.16192  -0.94934  0.25706
H  3.10412  0.77619  0.50954
H  1.53326  -0.53361  -1.82047
H  3.23984  -0.08279  -1.91659
H  2.22600  1.20925  -1.65749
C  -2.53384  -0.00096  -1.28493
C  -0.43766  -0.92860  1.42531
C  -1.73105  -0.02297  -0.05071
C  -1.83211  0.73920  1.13620
N  -0.76692  -0.94426  0.15331
N  -1.07876  0.14195  2.07769
H  0.38133  -1.21839  2.06594
H  -0.74991  0.60364  2.91221
H  -2.53790  1.50640  1.41555
H  -3.54417  -0.38444  -1.04772
H  -2.09075  -0.78106  -1.90528
H  -2.82550  1.00463  -1.57562



It is model Q that is the least stable of them.